#w
Here is C4H4N2O2 in the gas phase from the OMol25 dataset. Energies are from wB97M-V/def2-TZVPD.

Geometry (Å):
C1 3.01 0.09 -0.01
O1 -0.49 -0.93 0.01
O2 -2.72 -0.59 -0.02
C2 -1.11 1.25 0.02
H1 3.06 1.19 0.01
H2 -1.70 2.16 0.12
H3 3.93 -0.48 -0.08
N1 0.58 -0.10 0.01
N2 0.24 1.17 -0.03
H4 1.85 -1.73 0.09
C3 -1.63 -0.10 -0.01
C4 1.88 -0.65 0.01

Values from the calculation:
spin multiplicity	1
HOMO level	-8.76	eV
LUMO level	-0.00766	Eh
structure (SMILES)	C=Cn1ncc(=O)o1
charge	0



#x
Here is C4H4N2O2 in the gas phase from the OMol25 dataset. Energies are from wB97M-V/def2-TZVPD.

Geometry (Å):
H1 0.30 2.15 -0.16
N1 1.48 -0.98 0.22
O1 0.34 -1.79 -0.14
H2 2.33 0.88 0.11
H3 2.29 -1.39 -0.29
N2 -2.19 0.72 0.03
C1 1.39 0.38 0.02
O2 -1.90 -1.88 0.06
C2 -1.00 0.34 -0.05
H4 -2.36 1.70 0.29
C3 0.22 1.08 -0.08
C4 -0.90 -1.21 -0.02

Values from the calculation:
spin multiplicity	1
HOMO level	-9.17	eV
LUMO level	0.00701	Eh
structure (SMILES)	[H]/N=c1\cc[nH]oc1=O
charge	0



Short version: #w is the least stable of them.



#w
Here is C4H4N2O2 in the gas phase from the OMol25 dataset. Energies are from wB97M-V/def2-TZVPD.

Geometry (Å):
O1 -0.35 0.51 -2.06
H1 -0.41 2.74 -2.02
N1 0.68 -0.97 2.01
C1 -0.25 0.11 0.15
O2 1.19 -1.73 1.00
C2 -0.38 -0.64 -0.98
H2 -0.40 -1.78 -1.21
H3 -0.52 0.53 2.30
C3 -0.57 1.70 -1.45
H4 1.68 -2.43 1.37
N2 -0.64 1.48 -0.20
C4 -0.04 0.01 1.49

Values from the calculation:
spin multiplicity	1
HOMO level	-9.19	eV
LUMO level	0.00668	Eh
structure (SMILES)	O/N=C\c1cocn1
charge	0



#x
Here is C4H4N2O2 in the gas phase from the OMol25 dataset. Energies are from wB97M-V/def2-TZVPD.

Geometry (Å):
N1 -1.68 -1.19 -1.91
H1 1.65 0.22 1.91
N2 -0.25 -1.15 1.04
H2 -1.03 -2.24 2.29
C1 -0.21 1.15 -1.38
C2 0.77 -0.09 0.97
O1 -0.29 -1.47 2.39
C3 -0.80 -0.27 -1.74
C4 0.80 0.63 -0.38
H3 0.27 1.78 -1.99
O2 1.96 1.28 -0.35
H4 -1.19 1.35 -0.84

Values from the calculation:
spin multiplicity	1
HOMO level	-9.88	eV
LUMO level	-0.03742	Eh
structure (SMILES)	N#CCC(=O)/C=N/O
charge	0



Short version: #x is the least stable of them.



#w
Here is C4H4N2O2 in the gas phase from the OMol25 dataset. Energies are from wB97M-V/def2-TZVPD.

Geometry (Å):
C1 0.38 1.24 1.41
O1 -0.91 1.50 1.07
H1 1.82 -0.17 0.67
C2 0.87 0.26 0.61
O2 -2.36 0.72 -0.49
C3 -1.27 0.67 0.06
H2 1.37 -2.19 -0.61
N1 -0.16 -0.09 -0.25
H3 0.81 1.80 2.21
H4 -1.06 -0.75 -1.92
C4 -0.16 -1.02 -1.25
N2 0.66 -1.98 -1.52

Values from the calculation:
spin multiplicity	1
HOMO level	-9.27	eV
LUMO level	0.02361	Eh
structure (SMILES)	[H]/N=C\n1ccoc1=O
charge	0



#x
Here is C4H4N2O2 in the gas phase from the OMol25 dataset. Energies are from wB97M-V/def2-TZVPD.

Geometry (Å):
H1 -0.58 -2.46 -0.12
N1 -0.93 -1.22 1.64
C1 -0.49 -1.48 0.42
N2 0.78 1.67 -1.15
C2 -0.15 -0.11 -0.37
O1 -0.80 0.20 1.82
H2 -1.05 0.20 -0.67
C3 0.06 0.54 0.78
H3 1.18 -0.25 -2.30
O2 -0.01 1.91 0.03
C4 0.87 0.44 -1.33
H4 1.12 0.57 1.24

Values from the calculation:
spin multiplicity	1
HOMO level	-10.42	eV
LUMO level	0.02259	Eh
structure (SMILES)	C1=NO[C@H]2ON=C[C@H]12
charge	0



Short version: #x is the least stable of them.



#w
Here is CH2BrN3 in the gas phase from the OMol25 dataset. Energies are from wB97M-V/def2-TZVPD.

Geometry (Å):
H1 0.96 1.06 0.15
N1 -2.02 0.98 -0.85
H2 1.94 -0.47 -0.19
Br1 -0.47 -1.43 1.67
N2 -0.30 -0.57 -0.09
C1 -1.20 0.31 -0.38
N3 1.08 0.12 -0.32

Values from the calculation:
spin multiplicity	1
HOMO level	-10.05	eV
LUMO level	-0.04043	Eh
structure (SMILES)	N#CN(N)Br
charge	0



#x
Here is a molecular structure, CH2BrN3 from the OMol25 dataset. Energies are from wB97M-V/def2-TZVPD.

Geometry (Å):
Br1 -1.77 0.95 -0.20
C1 -3.50 -0.98 0.06
N1 -3.00 0.04 0.68
N2 -4.07 -1.93 -0.24
H1 0.63 -0.36 0.05
H2 0.59 1.22 0.51
N3 0.24 0.64 -0.30

Values from the calculation:
spin multiplicity	1
HOMO level	-9.57	eV
LUMO level	-0.06815	Eh
charge	0



Short version: #x is the least stable of them.



#w
Here is a gas-phase ion, C2H4O3P (charge -1) from the OMol25 dataset. Energies are from wB97M-V/def2-TZVPD.

Geometry (Å):
H1 1.94 -0.53 -1.75
H2 -1.10 0.85 0.10
P1 1.94 -0.04 -0.31
O1 3.40 -0.04 0.04
O2 -0.58 -2.44 -0.52
H3 -2.29 -0.47 -0.11
C1 -0.45 -1.28 -0.12
O3 1.05 -0.99 0.46
H4 1.42 1.21 -0.57
C2 -1.27 -0.20 -0.07

Values from the calculation:
spin multiplicity	1
HOMO level	-3.63	eV
LUMO level	0.15894	Eh
structure (SMILES)	C=C([O-])O[PH2]=O
charge	-1



#x
Here is a gas-phase ion, C2H4O3P (charge -1) from the OMol25 dataset. Energies are from wB97M-V/def2-TZVPD.

Geometry (Å):
H1 1.17 0.14 -0.52
O1 1.64 2.65 -1.15
H2 -0.84 -0.49 -1.23
C1 -0.86 -0.03 -0.25
C2 0.49 0.56 0.15
O2 -1.10 1.95 -1.18
H3 0.73 0.13 1.21
O3 -1.77 1.09 -0.33
P1 0.54 2.41 -0.15
H4 -1.38 -0.77 0.44

Values from the calculation:
spin multiplicity	1
HOMO level	-3.23	eV
LUMO level	0.16091	Eh
structure (SMILES)	[O-]P1CCOO1
charge	-1



Short version: #x is the least stable of them.



#w
Here is a gas-phase ion, C2H4O3P (charge -1) from the OMol25 dataset. Energies are from wB97M-V/def2-TZVPD.

Geometry (Å):
C1 -0.85 0.57 0.35
H1 1.08 0.06 -0.58
O1 -2.64 -1.55 -0.06
P1 -2.67 -0.07 -0.02
H2 -0.72 1.59 0.30
C2 0.24 -0.34 -0.03
O2 -3.73 0.62 0.81
H3 0.57 -0.82 1.01
O3 -2.12 0.70 -1.27
H4 -0.24 -0.92 -0.78

Values from the calculation:
spin multiplicity	1
HOMO level	-4.51	eV
LUMO level	0.14829	Eh
charge	-1



#x
Here is a gas-phase ion, C2H4O3P (charge -1) from the OMol25 dataset. Energies are from wB97M-V/def2-TZVPD.

Geometry (Å):
O1 -0.82 -1.78 -0.45
H1 0.15 -1.39 1.19
O2 -2.97 0.91 -0.74
H2 0.95 -1.06 -0.44
C1 0.04 -0.98 0.19
C2 -0.47 0.47 0.19
H3 -0.53 0.88 -0.82
P1 -2.44 0.37 0.50
O3 -2.12 -1.55 0.09
H4 0.09 1.15 0.69

Values from the calculation:
spin multiplicity	1
HOMO level	-3.36	eV
LUMO level	0.16301	Eh
structure (SMILES)	[O-]P1CCOO1
charge	-1



Short version: #x is the least stable of them.



#w
Here is C5H11N3O2 in the gas phase from the OMol25 dataset. Energies are from wB97M-V/def2-TZVPD.

Geometry (Å):
O1 2.06 -0.74 0.34
H1 -2.07 -0.59 -0.96
H2 -0.46 1.90 1.22
C1 0.45 1.77 -1.37
H3 -0.85 -0.61 -2.25
H4 1.38 -1.33 2.58
H5 -2.00 0.73 -2.14
H6 -0.14 2.55 -1.87
C2 -0.47 0.81 -0.67
O2 0.48 -2.33 0.04
C3 -0.70 0.96 0.72
H7 1.02 1.26 -2.15
H8 1.13 2.26 -0.67
C4 -0.09 -0.40 1.51
H9 -0.49 -2.38 0.02
H10 -0.10 -1.11 3.40
N1 -1.37 -0.12 1.42
H11 2.40 -0.93 -0.54
C5 -1.40 0.03 -1.55
N2 0.53 -0.80 2.68
N3 0.68 -0.93 0.22

Values from the calculation:
spin multiplicity	1
HOMO level (alpha / beta)	-7.76 / -7.76	eV
LUMO level (alpha / beta)	0.01001 / 0.01000	Eh
charge	0



#x
Here is a molecular structure, C5H11N3O2 from the OMol25 dataset. Energies are from wB97M-V/def2-TZVPD.

Geometry (Å):
O1 -2.10 -1.62 1.18
H1 -1.83 -0.98 -1.61
H2 -0.47 1.08 1.83
H3 1.57 2.09 1.88
H4 1.38 0.01 -2.60
N1 1.77 0.65 0.32
C1 -1.98 0.24 0.15
H5 -1.01 -1.08 1.62
H6 2.04 0.46 2.42
H7 0.30 -1.42 -2.68
H8 -1.76 -2.20 0.48
H9 -1.59 0.79 -1.89
N2 -0.51 0.44 1.05
C2 -1.38 -0.05 -1.22
H10 3.21 1.49 1.57
C3 0.90 -0.79 -2.01
N3 0.04 -0.22 -1.01
H11 1.70 -1.39 -1.54
C4 0.53 0.41 0.12
C5 2.15 1.19 1.60
O2 -2.98 0.90 0.36

Values from the calculation:
spin multiplicity	1
HOMO level	-8.74	eV
LUMO level	0.01603	Eh
charge	0



Short version: #w is the least stable of them.



#w
Here is C5H11N3O2 in the gas phase from the OMol25 dataset. Energies are from wB97M-V/def2-TZVPD.

Geometry (Å):
O1 -3.24 -1.00 -0.97
C1 -0.50 -0.39 1.26
H1 -1.03 0.12 2.07
O2 3.24 -0.83 -0.92
H2 -1.82 -2.01 0.89
H3 0.21 -1.13 1.71
C2 -0.84 1.50 -0.04
H4 -0.40 2.29 -0.65
H5 2.93 0.96 0.04
H6 -2.45 1.18 -1.39
C3 -2.26 -0.52 -0.43
N1 0.13 0.64 0.52
H7 0.65 -0.88 -0.88
C4 2.47 -0.04 -0.03
H8 2.86 -1.74 -0.75
H9 1.05 0.80 -1.38
N2 -1.46 -1.14 0.52
H10 -1.37 1.87 0.84
C5 1.03 0.08 -0.53
H11 2.54 -0.48 0.95
N3 -1.75 0.72 -0.83

Values from the calculation:
spin multiplicity	1
HOMO level	-9.65	eV
LUMO level	0.02120	Eh
structure (SMILES)	O=C1NCN(CCO)CN1
charge	0



#x
Here is C5H11N3O2 in the gas phase from the OMol25 dataset. Energies are from wB97M-V/def2-TZVPD.

Geometry (Å):
O1 0.66 1.01 -2.58
H1 -2.45 1.33 -1.78
N1 -0.88 0.35 1.73
C1 -1.45 1.58 -2.21
H2 3.18 -1.40 1.47
C2 1.08 -0.58 -0.41
N2 1.23 -1.13 0.87
O2 1.89 -0.79 -1.30
H3 2.70 -2.51 0.22
H4 -1.17 -0.47 2.30
H5 2.01 -2.70 1.92
H6 -2.00 0.39 -0.09
H7 -1.61 1.35 -3.32
C3 -0.16 0.18 -0.58
C4 -0.31 0.87 -1.69
H8 -1.05 1.25 2.08
H9 1.42 0.55 -2.35
C5 2.34 -1.98 1.12
N3 -1.23 -0.03 0.36
H10 -1.33 2.74 -2.25
H11 0.79 -0.62 1.64

Values from the calculation:
spin multiplicity	1
HOMO level	-8.20	eV
LUMO level	0.02879	Eh
structure (SMILES)	CNC(=O)/C(NN)=C(/C)O
charge	0



Short version: #x is the least stable of them.



#w
Here is 2 unconnected molecules or ions with the total composition C3H4FN from the OMol25 dataset. Energies are from wB97M-V/def2-TZVPD.

Geometry (Å):
H1 -3.62 -0.29 0.54
C1 -2.69 0.11 0.10
H2 2.79 -0.50 0.01
N1 -1.87 0.68 -0.40
C2 2.01 0.20 0.11
C3 0.78 -0.22 -0.13
H3 -0.19 0.21 0.06
F1 0.62 -1.54 -0.49
H4 2.17 1.34 0.20

Values from the calculation:
spin multiplicity	1
HOMO level	-9.57	eV
LUMO level	0.03343	Eh
structure (SMILES)	C=CF.C#N
charge	0



#x
Here is 2 unconnected molecules or ions with the total composition C3H4FN from the OMol25 dataset. Energies are from wB97M-V/def2-TZVPD.

Geometry (Å):
C1 0.85 -0.76 0.67
H1 0.44 1.07 -0.11
H2 -0.90 0.40 0.70
H3 1.29 -1.70 0.32
C2 -0.08 0.24 0.04
N1 -2.00 -1.29 3.11
C3 -1.25 -1.66 2.29
F1 1.37 -0.32 1.77
H4 -0.54 -0.33 -0.87

Values from the calculation:
spin multiplicity	1
HOMO level (alpha / beta)	-9.52 / -9.52	eV
LUMO level (alpha / beta)	-0.09408 / -0.09410	Eh
charge	0



#y
Here is C3H4FN in the gas phase from the OMol25 dataset. Energies are from wB97M-V/def2-TZVPD.

Geometry (Å):
H1 1.35 -1.88 -0.47
C1 -1.12 0.05 0.01
C2 1.66 0.11 0.16
H2 -2.16 0.01 0.33
H3 -0.78 0.96 -0.47
F1 2.99 0.09 -0.01
C3 0.92 -0.96 -0.11
N1 -0.42 -0.98 0.18
H4 1.33 1.04 0.60

Values from the calculation:
spin multiplicity	1
HOMO level	-9.20	eV
LUMO level	0.02732	Eh
structure (SMILES)	C=N/C=C/F
charge	0



Short version: #x is the least stable of them.



#w
Here is C4H3BrO in the gas phase from the OMol25 dataset. Energies are from wB97M-V/def2-TZVPD.

Geometry (Å):
H1 -0.81 0.92 0.03
C1 0.18 1.55 0.03
H2 -0.06 2.66 0.23
Br1 3.88 0.00 0.00
H3 0.21 -3.10 -0.37
C2 1.92 0.04 -0.04
C3 0.63 -2.22 0.02
C4 1.22 -1.17 -0.01
O1 1.40 1.21 -0.06

Values from the calculation:
spin multiplicity	1
HOMO level (alpha / beta)	-7.71 / -7.92	eV
LUMO level (alpha / beta)	0.00615 / -0.01199	Eh
charge	0



#x
Here is C4H3BrO in the gas phase from the OMol25 dataset. Energies are from wB97M-V/def2-TZVPD.

Geometry (Å):
O1 0.80 1.01 1.35
H1 -0.65 1.70 -0.31
C1 0.42 1.43 0.02
Br1 2.94 -0.11 -0.08
C2 1.02 0.09 0.33
H2 0.97 2.22 -0.56
C3 0.15 -2.33 0.55
H3 0.17 -3.34 0.87
C4 0.34 -1.16 0.26

Values from the calculation:
spin multiplicity	1
HOMO level	-10.33	eV
LUMO level	0.01793	Eh
structure (SMILES)	C#C[C@@]1(Br)CO1
charge	0



Short version: #w is the least stable of them.



#w
Here is C5H5ClO2 in the gas phase from the OMol25 dataset. Energies are from wB97M-V/def2-TZVPD.

Geometry (Å):
H1 1.15 -2.20 0.72
Cl1 -2.66 -0.26 -0.55
O1 -1.14 2.08 1.04
H2 -0.66 2.98 -0.71
C1 -1.19 -1.05 0.00
H3 2.01 -1.21 -0.39
C2 0.05 -0.50 -0.05
C3 0.20 0.90 -0.61
C4 -0.64 2.11 -0.07
H4 -1.37 -2.06 0.41
C5 1.33 -1.22 0.39
O2 1.14 1.08 -1.33
H5 1.79 -0.66 1.15

Values from the calculation:
spin multiplicity	1
HOMO level	-9.76	eV
LUMO level	-0.02041	Eh
structure (SMILES)	C/C(=C/Cl)C(=O)C=O
charge	0



#x
Here is C5H5ClO2 in the gas phase from the OMol25 dataset. Energies are from wB97M-V/def2-TZVPD.

Geometry (Å):
H1 -0.46 -0.60 -1.73
C1 -1.85 -0.16 0.76
C2 -0.98 0.84 -0.07
H2 -2.87 -0.15 0.40
C3 -0.27 -0.39 -0.65
O1 -1.11 -1.25 0.19
H3 1.49 -1.65 -0.38
H4 1.72 1.46 -0.10
Cl1 3.70 0.14 0.30
H5 -1.75 -0.01 1.85
C4 2.03 0.36 -0.12
O2 -0.82 2.02 -0.09
C5 1.18 -0.60 -0.37

Values from the calculation:
spin multiplicity	1
HOMO level	-9.78	eV
LUMO level	0.02689	Eh
structure (SMILES)	O=C1CO[C@@H]1/C=C/Cl
charge	0



Short version: #x is the least stable of them.



#w
Here is 4 unconnected molecules or ions with the total composition C3H12O3 from the OMol25 dataset. Energies are from wB97M-V/def2-TZVPD.

Geometry (Å):
H1 2.55 1.06 -1.72
H2 -1.48 -1.34 -0.70
H3 -0.96 -1.34 -2.13
H4 1.29 -1.80 0.20
H5 -0.36 1.28 2.78
H6 -0.37 1.89 1.40
C1 1.85 0.31 -1.38
H7 0.83 0.62 -1.65
H8 2.17 1.08 0.64
H9 -2.07 0.95 0.54
C2 1.83 0.19 0.11
O1 -0.96 1.58 2.09
O2 -2.28 0.54 -0.30
H10 2.11 -0.59 -1.95
C3 1.46 -0.89 0.76
O3 -0.93 -1.85 -1.31
H11 -2.84 -0.24 -0.22
H12 1.11 -0.84 1.79

Values from the calculation:
spin multiplicity	1
HOMO level	-9.49	eV
LUMO level	0.02201	Eh
structure (SMILES)	C=CC.O.O.O
charge	0



#x
Here is 4 unconnected molecules or ions with the total composition C3H12O3 from the OMol25 dataset. Energies are from wB97M-V/def2-TZVPD.

Geometry (Å):
H1 3.27 -1.33 -1.34
H2 1.40 -1.22 0.53
H3 -2.79 3.28 -1.73
H4 -0.71 -2.03 -1.45
C1 1.27 -1.63 -0.47
O1 -3.20 2.41 -1.87
C2 -0.11 -2.24 -0.55
C3 2.23 -1.60 -1.42
H5 -2.22 2.05 0.10
H6 -2.98 2.12 -2.76
H7 0.12 -3.29 -0.74
H8 -1.47 2.97 0.90
O2 1.77 0.62 4.39
H9 1.79 -1.27 -2.37
H10 -0.62 -1.96 0.36
H11 2.59 0.80 3.92
H12 1.24 0.31 3.66
O3 -1.58 2.02 0.84

Values from the calculation:
spin multiplicity	1
HOMO level	-9.02	eV
LUMO level	0.01404	Eh
structure (SMILES)	C=CC.O.O.O
charge	0



Short version: #x is the least stable of them.